Record 1
Below is a molecular structure, C33H30F6N5O4S3SiSn in a non-equilibrium geometry, with properties calculated with ωB97M-V with the def2-TZVPD basis set.

```
83
Properties=species:S:1:pos:R:3:forces:R:3
Sn 1.175861 0.200375 -0.107019 0.0 -0.3 -1.1
N -2.587370 -3.047380 -1.130375 0.1 -1.9 0.2
C -3.621390 -2.444265 -1.821112 -1.2 0.3 -0.6
C -4.964724 -2.780187 -1.564746 0.9 0.2 0.3
C -5.963131 -2.034079 -2.145821 -0.6 0.8 -1.0
C -5.663653 -1.005196 -3.065381 0.4 -0.7 0.6
C -4.335002 -0.704606 -3.363682 -0.2 -1.1 0.9
C -3.300008 -1.464581 -2.759482 -2.6 0.5 0.2
S -1.701221 -1.126959 -3.174567 1.5 0.5 -0.8
N -0.836498 -1.639906 -1.827070 0.8 -1.0 0.5
C -1.283755 -2.604729 -1.128458 0.0 0.5 0.1
C -0.475778 -3.329748 -0.100478 0.0 -0.1 1.1
C -0.465453 -4.729972 -0.069891 0.4 0.4 0.3
C 0.203172 -5.384951 0.971233 -0.2 0.6 -0.1
C 0.763041 -4.618469 1.997093 -0.3 0.1 -0.4
C 0.544855 -3.244677 1.956361 0.6 0.1 -0.8
N 0.022392 -2.600257 0.905444 -0.4 -0.3 0.1
H -2.786544 -3.934411 -0.658789 0.1 0.8 -0.2
H -5.219216 -3.587084 -0.875003 0.2 0.2 0.0
H -7.012394 -2.214954 -1.906457 0.3 -0.1 -0.1
H -6.469968 -0.463152 -3.532167 -0.1 0.2 0.0
H -4.102986 0.108646 -4.024646 0.3 0.2 -0.2
H -0.959563 -5.253010 -0.871362 0.1 -0.3 -0.1
H 0.224858 -6.465356 0.996754 0.2 0.0 -0.1
H 1.394382 -5.030240 2.782716 -0.5 -0.1 -0.1
H 0.882154 -2.615863 2.763533 0.1 0.1 0.1
F 3.100112 4.038813 3.109001 0.1 -0.4 -0.5
C 3.105314 2.737777 2.776253 -0.6 -0.2 1.7
F 3.803609 2.107855 3.734511 0.1 0.1 -0.7
F 1.816692 2.300514 2.895133 1.0 0.3 -0.7
S 3.851068 2.518158 1.069778 -0.2 -1.8 -1.0
O 3.334577 1.245897 0.477919 0.9 2.3 1.5
O 5.279314 2.598475 1.245850 -1.3 0.2 0.0
N 3.240690 3.763219 0.361414 0.4 0.3 0.2
S 1.721921 3.933033 0.021612 -2.2 -1.1 0.5
O 0.851157 2.739548 0.197106 2.0 1.7 0.0
O 1.136375 5.153305 0.495826 0.7 -0.2 -0.1
C 1.861957 4.133732 -1.766148 -1.0 -0.3 -2.7
F 2.673185 5.143885 -2.112827 -0.1 -0.4 0.4
F 2.291310 3.004496 -2.401027 0.1 0.9 1.0
F 0.636593 4.400108 -2.287409 0.9 0.1 0.8
C -3.962255 0.967723 0.201041 0.1 -0.1 -0.3
Si -2.234845 1.679731 0.463896 1.0 -0.5 -1.5
C -2.473912 3.512840 0.841547 0.0 -0.4 0.2
C -1.459623 0.731172 1.917399 0.0 0.0 0.1
N -1.142881 1.338840 -0.884645 -1.0 -0.8 2.6
C -1.201258 1.852660 -2.103472 -0.2 0.3 -0.5
C -0.183305 1.609259 -3.077315 -0.3 0.1 0.4
C -0.241137 2.150141 -4.335698 -0.4 0.1 -0.3
C -1.340969 2.910351 -4.745130 -0.3 0.2 0.2
C -2.359826 3.157856 -3.817366 0.2 -0.3 0.2
C -2.291656 2.652302 -2.526443 -0.1 0.2 -0.7
H -4.635111 1.228112 1.015851 -0.2 0.0 0.1
H -3.917249 -0.122384 0.089164 -0.1 0.1 0.1
H -4.374760 1.358717 -0.738726 0.0 0.0 0.2
H -2.913511 3.701163 1.823565 -0.1 -0.1 0.0
H -3.099931 3.973761 0.081776 -0.1 0.1 0.0
H -1.515836 4.002750 0.802266 0.5 0.3 0.0
H -2.061222 0.784247 2.838104 0.1 0.0 -0.2
H -0.461939 1.125793 2.168844 -0.1 0.0 0.0
H -1.345309 -0.335761 1.653999 -0.1 0.3 0.0
H 0.645575 0.971808 -2.807457 0.1 0.0 0.0
H 0.568864 1.967524 -5.030371 0.1 -0.1 -0.1
H -1.424995 3.291472 -5.753942 0.1 0.1 0.0
H -3.235224 3.742782 -4.080990 0.1 0.0 -0.2
H -3.112494 2.842071 -1.838325 0.2 0.0 -0.1
C 4.370591 -1.265984 4.828890 -0.2 0.0 -0.7
C 3.144259 -0.605102 4.553554 -0.5 -0.3 -1.1
C 2.593382 -0.643102 3.267552 0.2 0.4 0.6
C 3.250805 -1.252771 2.172007 0.7 -0.2 0.7
C 2.794648 -1.206072 0.827246 -1.3 -0.9 0.9
C 3.374747 -2.056137 -0.068337 -0.2 0.5 -0.6
C 4.598328 -2.723690 0.207764 -0.4 -0.3 0.0
C 5.098484 -2.695617 1.474827 0.2 0.0 -0.3
C 4.430071 -1.970691 2.497998 0.4 -0.2 -0.3
C 4.988295 -1.949428 3.789380 -0.1 0.4 1.0
H 4.813750 -1.217734 5.822941 -0.1 0.0 -0.3
H 2.596046 -0.030724 5.298109 0.3 -0.3 0.1
H 1.626938 -0.160115 3.078138 0.4 0.0 0.1
H 2.885431 -2.186206 -1.052485 0.5 0.2 0.2
H 5.081585 -3.263771 -0.598068 0.1 -0.1 0.1
H 6.002004 -3.236838 1.740035 0.0 0.1 -0.1
H 5.959509 -2.434749 3.939255 -0.4 0.1 0.0
```
Positions in Å, forces in eV/Å.

largest force on an atom	2.9	eV/A
HOMO	-3.435	eV
energy relative to the best compared isomer or geometry (same formula, charge and spin)	0.000	eV
total energy	-4147.83288	a.u.
orbital gap	0.20178	hartree
total charge	-1

=====

Record 2
Below is a molecular structure, C33H31AlClN5O6P2Se2 in a non-equilibrium geometry, with properties calculated with ωB97M-V with the def2-TZVPD basis set.

```
81
Properties=species:S:1:pos:R:3:forces:R:3
Al -1.275727 2.904260 -0.492609 -0.7 -0.3 -1.0
O 1.616374 2.977516 -1.309317 -0.8 0.1 -0.2
Cl 0.910008 3.318338 -2.518085 0.6 -0.1 -0.2
O 1.147051 4.663393 -2.906136 -0.1 0.3 0.1
O -0.603665 3.228952 -2.252763 0.3 -0.3 1.0
O 1.183781 2.411653 -3.564704 -0.1 -0.2 0.0
Se 3.963159 -0.981908 0.763362 0.0 0.0 0.0
P 2.017956 -1.600369 1.267230 0.0 0.0 0.0
C 1.735150 -1.829250 3.046759 0.0 0.0 0.0
C 2.814946 -2.166768 3.852118 0.0 0.0 0.0
C 2.619694 -2.422915 5.202172 0.0 0.0 0.0
C 1.348505 -2.339427 5.749389 0.0 0.0 0.0
C 0.267809 -1.995765 4.947305 0.0 0.0 0.0
C 0.459791 -1.739815 3.599605 0.0 0.0 0.0
C 1.600979 -3.221672 0.550133 0.0 0.0 0.0
C 2.240595 -3.621049 -0.620021 0.0 0.0 0.0
C 2.054705 -4.902619 -1.115923 0.0 0.0 0.0
C 1.259635 -5.805042 -0.425867 0.0 0.0 0.0
C 0.631771 -5.417246 0.749260 -0.1 0.0 0.0
C 0.791335 -4.128955 1.232628 0.0 0.0 0.0
C 0.791977 -0.315845 0.858614 -0.1 0.0 -0.1
C -0.108178 0.012359 -0.149871 0.1 -0.1 0.0
N -0.562158 1.252642 0.167039 0.3 0.4 0.1
N 0.047601 1.648346 1.297173 0.1 -0.1 -0.1
N 0.853236 0.735996 1.716350 -0.1 0.1 0.0
P -0.788951 -0.903615 -1.557832 0.0 0.0 0.0
Se -2.299839 0.111136 -2.592618 0.0 0.2 0.0
C -1.479493 -2.388457 -0.772313 0.0 0.0 0.0
C -2.187774 -2.220012 0.417036 0.0 0.0 0.0
C -2.912820 -3.270437 0.953325 0.0 0.0 0.0
C -2.952787 -4.492683 0.295019 0.0 0.0 0.0
C -2.247965 -4.663383 -0.885756 0.0 0.0 0.0
C -1.506222 -3.618334 -1.417334 0.0 0.0 0.0
C 0.619200 -1.331452 -2.601276 0.0 0.0 0.0
C 1.897886 -0.864133 -2.328766 0.0 0.1 0.0
C 2.947678 -1.176256 -3.182013 0.0 0.0 0.0
C 2.721269 -1.948338 -4.308288 0.0 0.0 0.0
C 1.434962 -2.389385 -4.603683 0.0 0.0 0.0
C 0.383855 -2.068547 -3.764395 0.0 0.0 0.0
H 3.806000 -2.210942 3.417499 0.0 0.0 0.0
H 3.464608 -2.681220 5.827070 0.0 0.0 0.0
H 1.198415 -2.534172 6.803596 0.0 0.0 0.0
H -0.724237 -1.919910 5.373768 0.0 0.0 0.0
H -0.384179 -1.462482 2.979386 0.0 0.0 0.0
H 2.912691 -2.936795 -1.118942 0.0 0.0 0.0
H 2.556776 -5.200421 -2.027579 0.0 0.0 0.0
H 1.135305 -6.814252 -0.798557 0.0 0.0 0.0
H 0.013638 -6.118891 1.294110 0.0 0.0 0.0
H 0.304879 -3.846627 2.155864 0.0 0.0 0.0
H -2.192319 -1.255756 0.912301 0.0 0.0 0.0
H -3.460872 -3.130234 1.876405 0.0 0.0 0.0
H -3.530701 -5.310897 0.705528 0.0 0.0 0.0
H -2.263719 -5.618730 -1.394593 0.0 0.0 0.0
H -0.946872 -3.772300 -2.329709 0.0 0.0 0.0
H 2.098391 -0.251993 -1.460687 0.0 0.0 0.0
H 3.940052 -0.811653 -2.951400 0.0 0.0 0.0
H 3.541136 -2.192509 -4.971785 0.0 0.0 0.0
H 1.249770 -2.966220 -5.500524 0.0 0.0 0.0
H -0.626468 -2.356905 -4.027594 0.0 0.0 0.0
C -0.887460 8.068950 -1.309791 0.0 0.0 0.0
C -0.724443 6.868697 -0.444641 0.0 -0.1 0.0
C -0.246508 6.723673 0.842497 0.0 0.0 0.0
C -0.295785 5.354728 1.130590 0.1 0.1 0.0
N -0.788192 4.704543 0.072928 0.3 -0.2 0.1
N -1.048934 5.642751 -0.866469 0.0 0.1 0.0
C 0.127592 4.669359 2.382828 0.0 0.0 0.0
H -0.476341 8.942797 -0.810933 0.0 0.0 0.0
H -1.940210 8.257974 -1.521550 0.0 0.0 0.0
H -0.365181 7.935909 -2.257523 0.0 0.0 0.0
H 0.113875 7.505462 1.488165 0.0 0.0 0.0
H -1.366601 5.346173 -1.777430 0.0 0.0 0.0
H -0.669503 4.709861 3.128180 0.0 0.0 0.0
H 0.995986 5.176628 2.799858 0.0 0.0 0.0
H 0.375220 3.626896 2.200917 0.0 0.1 0.0
C -4.108307 2.918870 -1.485306 0.0 -0.1 -0.1
O -2.927749 3.170002 -0.787111 0.2 0.1 0.2
C -2.543116 2.915294 1.756960 -0.1 0.0 0.1
O -3.438128 2.846227 2.433788 0.1 0.0 0.0
H -3.996533 3.156876 -2.548567 0.0 0.0 0.0
H -4.912527 3.539297 -1.078040 0.0 0.0 0.0
H -4.404776 1.871028 -1.408453 0.0 0.0 0.0
```
Positions in Å, forces in eV/Å.

largest force on an atom	1.2	eV/A
HOMO	-7.925	eV
energy relative to the best compared isomer or geometry (same formula, charge and spin)	0.000	eV
total energy	-8189.47707	a.u.
orbital gap	0.30729	hartree

=====

Record 3
Below is a molecular structure, C33H31AsBrCrF5N3O4PS in a non-equilibrium geometry, with properties calculated with ωB97M-V with the def2-TZVPD basis set.

```
81
Properties=species:S:1:pos:R:3:forces:R:3
Cr 0.233851 1.527981 0.450314 -0.4 -0.7 0.7
F -1.858515 1.309184 6.619978 0.0 0.0 0.1
C -1.933991 1.360881 5.305410 0.0 0.0 0.2
C -0.947945 0.779339 4.535361 0.2 -0.2 0.1
F 0.098664 0.170981 5.104439 0.0 0.0 0.0
C -1.048998 0.854509 3.171607 0.0 0.0 0.0
F -0.090598 0.260534 2.417466 0.2 -0.3 -0.2
C -2.049399 1.535363 2.517422 0.0 0.0 -0.2
S -2.050619 1.683279 0.762398 0.1 0.0 -0.2
C -3.033410 2.102804 3.308518 -0.2 0.2 -0.1
F -4.036971 2.754302 2.738417 0.0 0.0 0.0
C -2.987174 2.010510 4.687928 -0.2 0.1 0.1
F -3.933042 2.563779 5.421070 0.0 0.0 0.0
C 0.617383 1.773103 -5.031832 0.0 0.0 0.1
C 0.495048 2.519415 -3.727793 0.0 -0.1 -0.1
C 0.374391 3.905089 -3.656439 0.0 0.1 -0.1
C 0.239901 4.544191 -2.433441 0.0 0.2 -0.2
C 0.216588 3.766984 -1.305891 0.0 -0.5 0.3
Br 0.064650 4.476427 0.424576 0.0 0.3 -0.1
N 0.313681 2.427982 -1.332925 0.0 0.4 -0.6
C 0.471665 1.825614 -2.532839 -0.1 0.2 0.2
H 0.631841 2.453954 -5.881431 0.0 0.0 0.1
H -0.228356 1.092014 -5.157728 0.0 0.1 0.0
H 1.530568 1.176621 -5.059856 0.0 0.0 0.0
H 0.387834 4.496022 -4.567149 0.0 0.0 0.1
H 0.148164 5.619592 -2.355307 0.0 -0.1 0.0
H 0.568024 0.752489 -2.521833 0.0 -0.2 0.1
O 0.171223 -0.265021 -0.188993 -0.1 0.5 -0.3
As -0.882596 -1.448838 -0.875660 0.2 -0.2 0.2
C -1.880969 -2.444866 0.412869 0.0 0.1 0.0
C -1.450529 -3.715985 0.795038 -0.2 0.1 0.1
C -2.223070 -4.456554 1.679019 0.0 0.0 0.0
C -3.412186 -3.933861 2.170088 0.0 0.0 0.0
C -3.847573 -2.675463 1.767349 -0.1 0.0 0.0
C -3.091240 -1.928508 0.877690 0.1 -0.2 0.0
C -2.074430 -0.915928 -2.269277 0.0 0.0 0.0
C -2.602063 -1.997401 -2.981225 -0.1 0.2 0.1
C -3.531560 -1.765323 -3.982439 0.0 0.0 0.0
C -3.939472 -0.465138 -4.259040 0.0 0.0 0.0
C -3.434009 0.602762 -3.526415 -0.1 0.0 -0.1
C -2.500872 0.383435 -2.523487 0.0 -0.2 -0.1
C 0.479228 -2.628713 -1.548959 0.0 0.0 0.1
C 1.413877 -3.060190 -0.595867 0.0 0.0 -0.1
C 2.412569 -3.955974 -0.960094 0.1 0.1 0.0
C 2.490844 -4.409049 -2.277874 0.0 0.0 0.0
C 1.572235 -3.971127 -3.217398 0.0 0.0 0.0
C 0.559492 -3.084157 -2.854951 0.0 0.1 0.0
H -0.539671 -4.137062 0.402153 0.0 -0.1 0.0
H -1.901177 -5.449504 1.971959 0.0 0.1 0.0
H -4.014824 -4.519054 2.856220 0.1 0.1 -0.1
H -4.790455 -2.282817 2.132871 0.1 0.0 0.0
H -3.452211 -0.973586 0.530763 0.0 0.2 0.0
H -2.315220 -3.012211 -2.735935 0.0 -0.1 0.0
H -3.949116 -2.598242 -4.535681 0.0 0.1 0.0
H -4.673539 -0.285454 -5.037736 0.1 0.0 0.1
H -3.782803 1.610361 -3.725378 0.0 -0.1 0.0
H -2.144681 1.212901 -1.941705 0.1 0.2 0.1
H 1.294357 -2.756590 0.440849 0.1 0.0 0.0
H 3.102805 -4.343072 -0.216038 -0.1 0.0 0.0
H 3.252193 -5.127197 -2.557735 0.0 0.1 0.0
H 1.629538 -4.334038 -4.236228 0.0 0.0 0.0
H -0.153770 -2.751409 -3.598395 0.0 0.0 0.0
N 3.678945 3.506440 4.625470 -0.1 -0.5 -0.4
C 3.196951 2.109853 4.261010 0.0 0.2 0.0
P 2.962916 2.136514 2.421570 0.3 0.6 0.0
O 3.918097 3.185699 1.978667 -0.1 -0.2 0.0
O 1.495107 2.223881 2.098613 -0.2 -0.4 -0.3
C 3.603052 0.489378 1.817126 0.0 0.1 0.2
N 3.868527 -0.769518 -0.415565 0.3 0.0 0.0
H 4.169979 3.872849 3.786227 0.1 -0.1 -0.1
H 4.290915 3.525321 5.434477 0.2 -0.1 0.2
H 2.906857 4.138036 4.806539 -0.3 0.2 0.1
H 2.287554 1.857716 4.801886 0.0 0.1 0.1
H 3.980730 1.405409 4.531478 0.0 0.0 0.1
H 3.213744 -0.364625 2.388643 0.0 0.0 -0.1
H 4.692529 0.514488 1.928098 0.0 -0.1 0.0
H 4.738561 -1.110758 -0.013218 0.2 -0.2 0.1
H 4.049627 -0.434281 -1.363778 0.1 0.1 -0.2
H 3.194842 -1.550351 -0.514061 -0.2 -0.2 0.1
O 2.522883 1.038841 -0.244175 -1.0 0.9 -1.1
C 3.244593 0.365019 0.380156 0.8 -0.7 1.0
```
Positions in Å, forces in eV/Å.

largest force on an atom	1.8	eV/A
HOMO (spin up / spin down)	-15.346 / -15.443	eV
⟨S²⟩	3.847
multiplicity	4
energy relative to the best compared isomer or geometry (same formula, charge and spin)	1.453	eV
total energy	-8833.65905	a.u.
orbital gap (spin up / spin down)	0.23464 / 0.25191	hartree
total charge	+3